1.
Entry from the Open Molecules 2025 dataset: a 2-piece molecular cluster, C48H59Cl4N3O2 overall (wB97M-V/def2-TZVPD).

Output
Relative energy (zero: lowest compared OMol25 entry of this formula, charge and spin) ... 0.0 kcal per mole
Multiplicity ... 1
Orbital gap ... 3.542 eV
HOMO ... -6.190 eV
LUMO level ... -2.648 eV

Last columns: bonded neighbours and bond lengths (Å).
CARTESIAN COORDINATES (ANGSTROEM)
1 Cl -4.215 5.217 2.172  C2 1.726
2 C -5.774 4.603 2.585  Cl1 1.726, C3 1.367, C11 1.411
3 C -6.895 5.212 2.092  C2 1.367, Cl4 1.717, C5 1.433
4 Cl -6.752 6.558 1.034  C3 1.717
5 C -8.211 4.761 2.435  C3 1.433, O6 1.218, C7 1.481
6 O -9.206 5.293 1.976  C5 1.218
7 C -8.320 3.622 3.374  C5 1.481, O8 1.218, C9 1.432
8 O -9.408 3.212 3.739  C7 1.218
9 C -7.104 3.022 3.835  C7 1.432, Cl10 1.716, C11 1.367
10 Cl -7.213 1.687 4.908  C9 1.716
11 C -5.880 3.489 3.445  C2 1.411, C9 1.367, Cl12 1.725
12 Cl -4.449 2.698 3.995  C11 1.725
13 C 0.471 5.565 2.488  C14 1.530, H58 1.092, H59 1.090, H60 1.090
14 C 1.497 4.477 2.808  C13 1.530, C15 1.533, C16 1.518, H61 1.105
15 C 2.935 4.986 2.645  C14 1.533, H62 1.091, H63 1.090, H64 1.091
16 C 1.219 3.220 2.005  C14 1.518, C17 1.385, C57 1.387
17 C 1.722 3.045 0.726  C16 1.385, C18 1.381, H65 1.073
18 C 1.457 1.914 -0.020  C17 1.381, C19 1.525, C22 1.425
19 C 1.905 1.814 -1.475  C18 1.525, C20 1.533, C21 1.533, H66 1.100
20 C 2.931 2.873 -1.893  C19 1.533, H67 1.091, H68 1.093, H69 1.091
21 C 0.706 1.840 -2.428  C19 1.533, H70 1.090, H71 1.092, H72 1.093
22 C 0.658 0.878 0.545  C18 1.425, C23 1.462, C53 1.429
23 C 0.470 -0.373 -0.187  C22 1.462, N24 1.435, C51 1.414
24 N 1.466 -1.287 -0.669  C23 1.435, C25 1.449, N37 1.313
25 C 2.902 -1.139 -0.553  N24 1.449, C26 1.404, C33 1.404
26 C 3.670 -1.130 -1.729  C25 1.404, C27 1.514, C30 1.383
27 C 2.994 -1.341 -3.067  C26 1.514, C28 1.528, C29 1.530, H73 1.104
28 C 3.206 -2.770 -3.564  C27 1.528, H74 1.092, H75 1.092, H76 1.093
29 C 3.414 -0.334 -4.140  C27 1.530, H77 1.090, H78 1.090, H79 1.092
30 C 5.045 -1.017 -1.638  C26 1.383, C31 1.380, H80 1.078
31 C 5.661 -0.941 -0.406  C30 1.380, C32 1.380, H81 1.077
32 C 4.911 -1.005 0.751  C31 1.380, C33 1.385, H82 1.076
33 C 3.531 -1.104 0.702  C25 1.404, C32 1.385, C34 1.518
34 C 2.710 -1.284 1.966  C33 1.518, C35 1.534, C36 1.530, H83 1.102
35 C 3.507 -1.128 3.267  C34 1.534, H84 1.093, H85 1.094, H86 1.093
36 C 1.995 -2.637 1.953  C34 1.530, H87 1.088, H88 1.092, H89 1.091
37 N 0.962 -2.337 -1.276  N24 1.313, N38 1.323
38 N -0.351 -2.185 -1.221  N37 1.323, C39 1.439, C51 1.424
39 C -1.267 -3.077 -1.882  N38 1.439, C40 1.403, C47 1.401
40 C -1.676 -2.790 -3.193  C39 1.403, C41 1.517, C44 1.381
41 C -1.092 -1.607 -3.941  C40 1.517, C42 1.529, C43 1.535, H90 1.103
42 C -1.956 -0.354 -3.794  C41 1.529, H91 1.088, H92 1.090, H93 1.090
43 C -0.824 -1.918 -5.421  C41 1.535, H94 1.091, H95 1.090, H96 1.091
44 C -2.646 -3.586 -3.771  C40 1.381, C45 1.380, H97 1.077
45 C -3.178 -4.660 -3.086  C44 1.380, C46 1.380, H98 1.077
46 C -2.749 -4.950 -1.807  C45 1.380, C47 1.382, H99 1.076
47 C -1.788 -4.176 -1.186  C39 1.401, C46 1.382, C48 1.521
48 C -1.303 -4.552 0.206  C47 1.521, C49 1.530, C50 1.532, H100 1.105
49 C -1.536 -3.448 1.239  C48 1.530, H101 1.092, H102 1.091, H103 1.085
50 C 0.163 -4.997 0.174  C48 1.532, H104 1.090, H105 1.089, H106 1.092
51 C -0.747 -0.976 -0.582  C23 1.414, N38 1.424, C52 1.357
52 C -2.010 -0.498 -0.448  C51 1.357, H107 1.069, H108 1.066
53 C 0.071 1.091 1.831  C22 1.429, C54 1.523, C57 1.379
54 C -0.857 0.082 2.495  C53 1.523, C55 1.533, C56 1.531, H109 1.100
55 C -2.264 0.645 2.719  C54 1.533, H110 1.090, H111 1.092, H112 1.090
56 C -0.312 -0.433 3.831  C54 1.531, H113 1.087, H114 1.091, H115 1.092
57 C 0.376 2.246 2.519  C16 1.387, C53 1.379, H116 1.075
58 H -0.549 5.209 2.649  C13 1.092
59 H 0.619 6.448 3.110  C13 1.090
60 H 0.548 5.877 1.446  C13 1.090
61 H 1.373 4.197 3.870  C14 1.105
62 H 3.662 4.193 2.825  C15 1.091
63 H 3.104 5.372 1.640  C15 1.090
64 H 3.150 5.800 3.340  C15 1.091
65 H 2.329 3.824 0.308  C17 1.073
66 H 2.394 0.833 -1.572  C19 1.100
67 H 3.803 2.858 -1.238  C20 1.091
68 H 3.275 2.719 -2.918  C20 1.093
69 H 2.490 3.870 -1.854  C20 1.091
70 H -0.009 1.054 -2.187  C21 1.090
71 H 0.179 2.793 -2.358  C21 1.092
72 H 1.012 1.699 -3.468  C21 1.093
73 H 1.915 -1.195 -2.889  C27 1.104
74 H 2.861 -3.502 -2.831  C28 1.092
75 H 2.662 -2.938 -4.496  C28 1.092
76 H 4.265 -2.955 -3.757  C28 1.093
77 H 3.255 0.696 -3.825  C29 1.090
78 H 4.470 -0.439 -4.392  C29 1.090
79 H 2.842 -0.496 -5.056  C29 1.092
80 H 5.640 -0.996 -2.536  C30 1.078
81 H 6.734 -0.868 -0.347  C31 1.077
82 H 5.410 -0.979 1.705  C32 1.076
83 H 1.952 -0.484 1.948  C34 1.102
84 H 4.016 -0.162 3.314  C35 1.093
85 H 2.849 -1.210 4.137  C35 1.094
86 H 4.258 -1.916 3.352  C35 1.093
87 H 1.400 -2.751 1.049  C36 1.088
88 H 2.720 -3.452 1.971  C36 1.092
89 H 1.329 -2.756 2.810  C36 1.091
90 H -0.115 -1.405 -3.470  C41 1.103
91 H -2.071 -0.064 -2.752  C42 1.088
92 H -1.520 0.496 -4.319  C42 1.090
93 H -2.958 -0.521 -4.190  C42 1.090
94 H -0.315 -2.874 -5.546  C43 1.091
95 H -1.755 -1.969 -5.986  C43 1.090
96 H -0.211 -1.147 -5.890  C43 1.091
97 H -3.001 -3.351 -4.760  C44 1.077
98 H -3.951 -5.256 -3.542  C45 1.077
99 H -3.167 -5.783 -1.269  C46 1.076
100 H -1.905 -5.419 0.529  C48 1.105
101 H -2.574 -3.111 1.246  C49 1.092
102 H -1.278 -3.776 2.248  C49 1.091
103 H -0.906 -2.592 1.021  C49 1.085
104 H 0.285 -5.912 -0.406  C50 1.090
105 H 0.787 -4.239 -0.297  C50 1.089
106 H 0.554 -5.175 1.178  C50 1.092
107 H -2.858 -1.053 -0.789  C52 1.069
108 H -2.183 0.477 -0.052  C52 1.066
109 H -0.937 -0.779 1.815  C54 1.100
110 H -2.713 1.037 1.806  C55 1.090
111 H -2.930 -0.122 3.119  C55 1.092
112 H -2.234 1.461 3.442  C55 1.090
113 H 0.684 -0.858 3.728  C56 1.087
114 H -0.250 0.374 4.562  C56 1.091
115 H -0.966 -1.203 4.245  C56 1.092
116 H -0.040 2.404 3.497  C57 1.075

Löwdin atomic charge list, values in e, 99 entries: number 1, Cl, carries 0.72; number 2, C, carries -0.67; number 3, C, carries -0.60; number 4, Cl, carries 0.75; number 5, C, carries -0.34; number 6, O, carries 0.15; number 7, C, carries -0.34; number 8, O, carries 0.14; number 9, C, carries -0.60; number 10, Cl, carries 0.76; number 11, C, carries -0.66; number 12, Cl, carries 0.76; number 13, C, carries -0.06; number 14, C, carries -0.38; number 15, C, carries -0.07; number 16, C, carries -0.18; number 17, C, carries 0.02; number 18, C, carries -0.10; number 19, C, carries -0.35; number 20, C, carries -0.07; number 21, C, carries -0.04; number 22, C, carries -0.06; number 23, C, carries -0.08; number 24, N, carries 0.01; number 25, C, carries -0.08; number 26, C, carries -0.14; number 27, C, carries -0.38; number 28, C, carries -0.05; number 29, C, carries -0.05; number 30, C, carries -0.02; number 31, C, carries -0.05; number 32, C, carries -0.02; number 33, C, carries -0.10; number 34, C, carries -0.35; number 35, C, carries -0.07; number 36, C, carries -0.04; number 37, N, carries 0.13; number 38, N, carries 0.00; number 39, C, carries -0.08; number 40, C, carries -0.12; number 41, C, carries -0.35; number 42, C, carries -0.06; number 43, C, carries -0.07; number 44, C, carries -0.03; number 45, C, carries -0.06; number 46, C, carries -0.03; number 47, C, carries -0.12; number 48, C, carries -0.34; number 49, C, carries -0.06; number 50, C, carries -0.06; number 51, C, carries -0.29; number 52, C, carries 0.00; number 53, C, carries -0.12; number 54, C, carries -0.36; number 55, C, carries -0.10; number 56, C, carries -0.05; number 57, C, carries 0.02; number 58, H, carries 0.07; number 59, H, carries 0.08; number 60, H, carries 0.08; number 61, H, carries 0.13; number 62, H, carries 0.08; number 63, H, carries 0.07; number 64, H, carries 0.08; number 65, H, carries 0.10; number 66, H, carries 0.10; number 67, H, carries 0.09; number 68, H, carries 0.07; number 69, H, carries 0.08; number 70, H, carries 0.06; number 71, H, carries 0.09; number 72, H, carries 0.08; number 73, H, carries 0.10; number 74, H, carries 0.07; number 75, H, carries 0.08; number 76, H, carries 0.08; number 77, H, carries 0.05; number 78, H, carries 0.08; number 79, H, carries 0.08; number 80, H, carries 0.11; number 81, H, carries 0.11; number 82, H, carries 0.10; number 83, H, carries 0.11; number 84, H, carries 0.08; number 85, H, carries 0.07; number 86, H, carries 0.08; number 87, H, carries 0.04; number 88, H, carries 0.10; number 89, H, carries 0.08; number 90, H, carries 0.11; number 91, H, carries 0.04; number 92, H, carries 0.08; number 93, H, carries 0.09; number 94, H, carries 0.08; number 95, H, carries 0.07; number 96, H, carries 0.08; number 97, H, carries 0.11; number 98, H, carries 0.10; number 99, H, carries 0.11



2.
Entry from the Open Molecules 2025 dataset: an isolated molecule of C5H12NO (wB97M-V/def2-TZVPD).

Output
Relative energy (zero: lowest compared OMol25 entry of this formula, charge and spin) ... 55.2 kcal per mole
<S²> ... 0.76
Multiplicity ... 2
Orbital gap (spin up / spin down) ... 9.881 / 7.073 eV
HOMO (spin up / spin down) ... -8.830 / -8.833 eV
LUMO level (spin up / spin down) ... 1.052 / -1.760 eV

Last columns: bonded neighbours and bond lengths (Å).
CARTESIAN COORDINATES (ANGSTROEM)
1 C -0.122 -0.468 1.632  N2 1.456, C7 1.583, H8 1.057, H9 1.164
2 N 0.098 0.586 0.652  C1 1.456, C3 1.536, H10 1.049
3 C 1.032 0.024 -0.430  N2 1.536, C4 1.503, H11 1.142, H12 1.068
4 C 0.249 -0.310 -1.669  C3 1.503, C5 1.638, H13 1.178, H14 1.105
5 C 0.268 0.893 -2.781  C4 1.638, O6 1.282, H15 1.166, H16 1.208
6 O -0.390 0.868 -3.880  C5 1.282
7 C -1.222 -0.363 2.766  C1 1.583, H17 1.046, H18 1.072, H19 1.139
8 H 0.744 -0.566 2.230  C1 1.057
9 H -0.202 -1.562 1.243  C1 1.164
10 H -0.847 0.879 0.305  N2 1.049
11 H 1.705 -0.732 0.098  C3 1.142
12 H 1.871 0.675 -0.538  C3 1.068
13 H -0.907 -0.517 -1.575  C4 1.178
14 H 0.559 -1.315 -2.008  C4 1.105
15 H 1.397 0.965 -3.063  C5 1.166
16 H 0.291 1.872 -2.073  C5 1.208
17 H -0.876 0.425 3.361  C7 1.046
18 H -1.375 -1.289 3.284  C7 1.072
19 H -2.274 -0.066 2.447  C7 1.139

Population analysis type natural (NBO), resulting atomic charges in e: number 1, C, carries -0.21; number 2, N, carries -0.63; number 3, C, carries -0.25; number 4, C, carries -0.48; number 5, C, carries -0.10; number 6, O, carries -0.31; number 7, C, carries -0.61; number 8, H, carries 0.18; number 9, H, carries 0.14; number 10, H, carries 0.36; number 11, H, carries 0.22; number 12, H, carries 0.20; number 13, H, carries 0.22; number 14, H, carries 0.22; number 15, H, carries 0.26; number 16, H, carries 0.18; number 17, H, carries 0.21; number 18, H, carries 0.22; number 19, H, carries 0.20



Please write out number 2 again, unchanged.
Entry from the Open Molecules 2025 dataset: an isolated molecule of C5H12NO (wB97M-V/def2-TZVPD).

Output
Relative energy (zero: lowest compared OMol25 entry of this formula, charge and spin) ... 55.2 kcal per mole
<S²> ... 0.76
Multiplicity ... 2
Orbital gap (spin up / spin down) ... 9.881 / 7.073 eV
HOMO (spin up / spin down) ... -8.830 / -8.833 eV
LUMO level (spin up / spin down) ... 1.052 / -1.760 eV

Last columns: bonded neighbours and bond lengths (Å).
CARTESIAN COORDINATES (ANGSTROEM)
1 C -0.122 -0.468 1.632  N2 1.456, C7 1.583, H8 1.057, H9 1.164
2 N 0.098 0.586 0.652  C1 1.456, C3 1.536, H10 1.049
3 C 1.032 0.024 -0.430  N2 1.536, C4 1.503, H11 1.142, H12 1.068
4 C 0.249 -0.310 -1.669  C3 1.503, C5 1.638, H13 1.178, H14 1.105
5 C 0.268 0.893 -2.781  C4 1.638, O6 1.282, H15 1.166, H16 1.208
6 O -0.390 0.868 -3.880  C5 1.282
7 C -1.222 -0.363 2.766  C1 1.583, H17 1.046, H18 1.072, H19 1.139
8 H 0.744 -0.566 2.230  C1 1.057
9 H -0.202 -1.562 1.243  C1 1.164
10 H -0.847 0.879 0.305  N2 1.049
11 H 1.705 -0.732 0.098  C3 1.142
12 H 1.871 0.675 -0.538  C3 1.068
13 H -0.907 -0.517 -1.575  C4 1.178
14 H 0.559 -1.315 -2.008  C4 1.105
15 H 1.397 0.965 -3.063  C5 1.166
16 H 0.291 1.872 -2.073  C5 1.208
17 H -0.876 0.425 3.361  C7 1.046
18 H -1.375 -1.289 3.284  C7 1.072
19 H -2.274 -0.066 2.447  C7 1.139

Population analysis type natural (NBO), resulting atomic charges in e: number 1, C, carries -0.21; number 2, N, carries -0.63; number 3, C, carries -0.25; number 4, C, carries -0.48; number 5, C, carries -0.10; number 6, O, carries -0.31; number 7, C, carries -0.61; number 8, H, carries 0.18; number 9, H, carries 0.14; number 10, H, carries 0.36; number 11, H, carries 0.22; number 12, H, carries 0.20; number 13, H, carries 0.22; number 14, H, carries 0.22; number 15, H, carries 0.26; number 16, H, carries 0.18; number 17, H, carries 0.21; number 18, H, carries 0.22; number 19, H, carries 0.20



The lowest relative energy (zero: lowest compared OMol25 entry of this formula, charge and spin) belongs to which entry? C48H59Cl4N3O2



Among the records above, which one has the lowest relative energy (zero: lowest compared OMol25 entry of this formula, charge and spin)? C48H59Cl4N3O2